Version one
Molecular formula: C5H28N2O9
Method: DFT, the ωB97M-V functional and the def2-TZVPD basis

Structure (XYZ):
```
44
Properties=species:S:1:pos:R:3
O 3.107 2.037 1.261
O -2.404 -1.117 -1.735
H -0.535 0.910 -4.283
H -1.252 3.732 -1.911
H 2.324 1.743 0.792
H 0.793 -3.434 1.619
O -0.323 2.555 -2.963
H -3.262 -0.713 -1.827
H 1.617 -1.317 3.067
H -1.719 -0.478 -1.962
O -0.375 1.357 -0.446
N 0.419 -0.677 0.006
O -0.445 -0.029 -4.071
H 1.888 -3.002 2.499
O -1.409 4.044 -0.988
H -0.197 1.938 -2.234
H 0.343 0.030 -3.509
H -1.452 3.250 -0.461
C -0.455 1.413 2.576
O 1.283 -1.769 3.863
H -1.707 -0.157 2.920
N 1.932 -1.696 -1.538
H -2.689 1.173 2.471
H 1.639 0.284 -1.396
H 0.419 -2.143 3.565
C -0.567 0.250 0.042
C 1.703 -0.545 -0.682
H 1.107 -1.907 -2.068
H 0.443 -1.466 0.631
H -2.033 -1.066 0.877
H -2.619 0.436 0.235
C -1.821 -0.016 0.869
O -0.866 -3.099 0.423
H -1.251 -3.187 -0.454
H -1.420 -3.391 1.140
H 0.255 3.308 -2.853
H 0.103 0.839 3.316
O 1.693 -3.113 1.549
H 2.598 -0.231 -0.092
C -1.742 0.726 2.240
H 0.199 1.872 1.901
H -0.772 2.176 3.307
H 3.722 2.002 0.493
H 2.324 -2.500 -1.049
```

Summary:
- net charge = 0
- LUMO (eV) = -0.26
- E_HOMO (eV) = -9.556
- orbital gap (eV) = 9.3

Version two
Molecular formula: C5H28N2O9
Method: DFT, the ωB97M-V functional and the def2-TZVPD basis

Structure (XYZ):
```
44
Properties=species:S:1:pos:R:3
H -0.061 -0.117 0.500
O 1.861 -0.413 3.644
H -2.265 2.756 1.218
O -2.129 -1.485 -2.462
H -1.694 -2.967 0.033
H 1.592 -1.971 -2.914
O -1.876 -3.326 -0.826
O 2.732 -1.323 0.159
H 1.070 2.593 2.652
H 0.120 1.538 -1.361
H -2.434 -2.377 -2.279
C 0.936 1.880 1.797
H 0.618 -1.222 -1.989
O -1.636 0.447 -4.153
H -2.042 -0.426 -0.617
O 0.671 -1.833 -2.727
H -2.337 -0.090 -3.692
H 2.073 3.010 -1.569
H 0.982 -0.297 3.185
H 0.799 3.374 0.310
H 2.941 1.582 -0.687
H 1.504 -3.017 -0.591
H -1.196 -1.624 -2.660
H -1.155 0.775 -3.342
O -2.247 -0.745 2.751
H 1.414 0.956 2.061
H -1.038 -3.420 -1.311
H -1.888 0.034 2.335
N -1.568 2.470 1.893
H -2.671 -0.480 3.591
H -2.712 1.006 0.087
C 1.574 2.647 0.552
H 0.963 -4.082 0.284
N -1.950 0.454 -0.182
H 2.443 3.220 0.915
C -0.514 1.642 1.385
H 2.847 -0.990 1.052
O 1.036 1.285 -1.451
H 2.396 -0.643 -0.409
C -0.761 0.680 0.447
C 2.040 2.161 -0.898
O 0.738 -3.601 -0.501
H 2.000 -1.325 3.398
H -1.172 3.261 2.369
```

Summary:
- net charge = 0
- LUMO (eV) = 0.02
- E_HOMO (eV) = -7.431
- orbital gap (eV) = 7.4

Version three
Molecular formula: C5H28N2O9
Method: DFT, the ωB97M-V functional and the def2-TZVPD basis

Structure (XYZ):
```
44
Properties=species:S:1:pos:R:3
O 1.821 0.568 -0.954
H 1.350 -1.271 2.264
H 1.180 -3.079 -3.676
O -0.944 -3.310 2.845
O 4.437 1.355 -0.574
C -1.330 -1.270 -0.645
H -1.263 2.958 -0.459
H -1.577 -3.941 2.500
O -1.289 2.191 -3.182
H -1.236 -0.103 -2.498
H 0.723 -0.799 -3.286
H -0.725 -3.469 3.766
O -1.638 3.347 0.344
H -0.584 1.549 -2.910
H 1.375 3.542 0.901
O 1.131 3.078 3.181
H -1.690 0.587 0.232
H 1.541 -1.404 0.529
H 0.448 -2.432 1.355
C -1.044 -1.140 -2.149
H -3.308 -1.234 2.203
C 0.818 -1.385 1.328
H 0.125 2.467 0.984
H 0.447 3.132 3.856
H 3.996 1.695 0.214
O -0.318 0.498 2.207
C 0.364 -1.555 -2.579
H 1.076 2.237 2.714
H 2.720 0.885 -1.154
H 1.446 1.206 -0.321
H -1.228 4.208 0.519
H 0.089 -3.578 -2.632
H -2.425 -1.514 -0.587
O -3.376 -0.300 1.983
H 1.072 -1.516 -1.744
H -2.538 0.086 2.284
N 0.265 -2.847 -3.305
O 1.025 2.682 0.651
C -0.181 -0.324 1.303
H -0.911 -2.146 -0.185
H 4.686 0.453 -0.346
N -0.982 -0.140 0.179
H -1.731 -1.812 -2.713
H -1.819 1.846 -2.443
```

Summary:
- net charge = 0
- LUMO (eV) = 0.11
- E_HOMO (eV) = -9.473
- orbital gap (eV) = 9.6

Which structure loses on stability? version two does.

Version one
Molecular formula: H4N2O2Si
Method: DFT, the ωB97M-V functional and the def2-TZVPD basis

Structure (XYZ):
```
9
Properties=species:S:1:pos:R:3
O -1.541 -0.093 0.738
H -1.422 -1.806 0.965
H 2.586 0.887 -1.555
H 0.333 2.023 1.166
N 2.000 0.730 -0.821
H -0.805 -2.161 0.936
N -0.834 0.063 -0.268
Si 0.681 0.878 0.144
O -0.997 -0.520 -1.306
```

Summary:
- net charge = 0
- LUMO (eV) = -1.79
- E_HOMO (eV) = -10.041
- orbital gap (eV) = 8.3

Version two
Molecular formula: H4N2O2Si
Method: DFT, the ωB97M-V functional and the def2-TZVPD basis

Structure (XYZ):
```
9
Properties=species:S:1:pos:R:3
N 0.878 -0.584 -0.419
H -1.079 0.053 2.181
O -2.914 0.285 -1.011
H 0.848 -0.263 -1.409
O -2.558 -1.112 0.609
N -2.326 -0.073 -0.017
H -0.733 1.790 0.195
Si -0.690 0.496 0.709
H 0.734 -1.557 -0.393
```

Summary:
- net charge = 0
- LUMO (eV) = -0.40
- E_HOMO (eV) = -10.183
- orbital gap (eV) = 9.8

Which structure loses on stability? version one does.

Version one
Molecular formula: C6H12N3
Method: DFT, the ωB97M-V functional and the def2-TZVPD basis

Structure (XYZ):
```
21
Properties=species:S:1:pos:R:3
C -2.959 -1.377 -0.044
H -0.516 2.645 0.433
H -3.487 -1.281 0.891
C -2.096 1.176 0.380
H 3.566 0.361 -0.930
H 1.754 1.769 -0.276
H 2.477 -1.041 -1.188
H -0.347 -0.987 -1.139
C -2.009 -0.162 -0.049
N -0.724 -0.224 -0.600
C 2.632 -0.051 -0.513
H -2.328 -2.274 -0.341
H -3.605 -1.238 -0.933
N -0.930 1.811 0.113
C 2.587 -0.528 0.931
H 1.787 -1.389 1.064
H -2.952 1.635 0.679
C -0.111 0.904 -0.441
N 1.682 0.956 -0.882
H 2.118 0.269 1.536
H 3.463 -0.974 1.309
```

Summary:
- net charge = +1
- LUMO (eV) = -3.08
- E_HOMO (eV) = -13.406
- orbital gap (eV) = 10.3

Version two
Molecular formula: C6H12N3
Method: DFT, the ωB97M-V functional and the def2-TZVPD basis

Structure (XYZ):
```
21
Properties=species:S:1:pos:R:3
C -1.623 1.011 0.529
H 0.493 -2.500 0.063
H -1.114 1.935 0.274
H -1.437 0.782 1.576
C 1.736 2.038 -0.241
C 2.269 -1.406 0.201
H 2.785 2.330 -0.155
H -3.082 -1.136 -0.347
N 1.679 0.637 -0.067
H 2.943 -2.216 0.377
H -1.288 0.184 -1.419
C -2.044 -1.393 -0.155
H 1.364 2.325 -1.225
C 0.227 -0.485 -0.168
H -2.689 1.167 0.399
N 2.631 -0.170 0.134
C -1.173 -0.146 -0.376
H 1.164 2.554 0.533
H -1.968 -1.741 0.873
H -1.773 -2.197 -0.836
N 0.901 -1.571 0.030
```

Summary:
- net charge = +1
- LUMO (eV) = -3.99
- E_HOMO (eV) = -13.479
- orbital gap (eV) = 9.5

Version three
Molecular formula: C6H12N3
Method: DFT, the ωB97M-V functional and the def2-TZVPD basis

Structure (XYZ):
```
21
Properties=species:S:1:pos:R:3
C -0.424 -3.160 0.005
H 0.344 2.841 -1.808
H 1.967 -2.268 0.783
H 0.680 2.719 1.847
H -2.258 -2.649 -0.609
C 1.206 -1.477 0.508
N 1.603 -0.322 0.687
H 0.273 0.406 -1.621
H -2.011 -4.288 -0.355
C -0.412 2.367 -1.137
C 0.327 1.084 -0.785
H 0.278 -3.932 0.241
H -1.298 2.064 -1.615
C 0.965 1.721 1.662
C 0.908 0.840 0.363
H 0.347 1.210 2.386
H 1.989 1.607 1.877
H -0.701 -1.265 -0.331
N -1.720 -3.373 -0.195
H -0.702 3.010 -0.374
N -0.015 -1.910 -0.012
```

Summary:
- net charge = +1
- LUMO (eV) = -4.55
- E_HOMO (eV) = -12.363
- orbital gap (eV) = 7.8

Which structure loses on stability? version one does.

Version one
Molecular formula: C6H12N3
Method: DFT, the ωB97M-V functional and the def2-TZVPD basis

Structure (XYZ):
```
21
Properties=species:S:1:pos:R:3
H 3.128 -1.979 0.175
H 1.616 -1.993 -0.493
H -4.171 0.402 0.286
N -2.232 1.031 -0.258
H -3.611 -0.178 -1.287
N 2.282 -1.447 0.030
H 3.541 0.112 -0.640
H 0.810 2.357 1.214
H -0.631 -1.377 1.193
C -3.295 0.047 -0.265
C -1.366 -0.767 0.704
H -3.124 -2.046 0.566
H -2.363 1.958 -0.635
H 2.207 0.491 1.511
H 1.923 0.093 -1.381
C 2.482 -0.117 -0.464
H 0.931 2.097 -0.620
C -1.127 0.600 0.282
N 1.997 0.805 0.567
C 1.140 1.762 0.382
C -2.629 -1.108 0.392
```

Summary:
- net charge = +1
- LUMO (eV) = -3.05
- E_HOMO (eV) = -12.396
- orbital gap (eV) = 9.3

Version two
Molecular formula: C6H12N3
Method: DFT, the ωB97M-V functional and the def2-TZVPD basis

Structure (XYZ):
```
21
Properties=species:S:1:pos:R:3
N 1.481 -0.001 1.552
H -3.177 0.199 -1.749
N -1.570 -0.736 -0.939
H -0.404 -1.198 2.137
C -0.131 -0.336 0.082
H 3.050 2.316 -0.344
C 3.094 1.346 0.141
H 1.865 0.000 2.455
N 0.930 0.357 -0.476
C 0.175 -0.494 1.405
H 3.858 0.828 -0.354
C -2.286 -1.750 -0.173
H -1.494 -2.524 0.037
C -2.263 0.531 -1.252
H -2.185 1.254 -0.374
H -2.994 -2.084 -0.947
H -1.689 0.901 -1.994
H -2.705 -1.305 0.744
C 1.901 0.579 0.404
H 1.061 0.662 -1.503
H 3.483 1.455 1.149
```

Summary:
- net charge = +1
- LUMO (eV) = -2.92
- E_HOMO (eV) = -12.795
- orbital gap (eV) = 9.9

Which structure loses on stability? version two does.

Version one
Molecular formula: CH2N2O
Method: DFT, the ωB97M-V functional and the def2-TZVPD basis

Structure (XYZ):
```
6
Properties=species:S:1:pos:R:3
O 2.294 0.117 -1.679
H -0.815 0.393 -0.948
N 0.096 -0.011 -0.705
H 0.542 -0.350 1.192
C 1.181 0.171 -1.345
N 0.307 -0.885 0.354
```

Summary:
- net charge = 0
- LUMO (alpha / beta) (eV) = -0.27 / -0.27
- E_HOMO (alpha / beta) (eV) = -8.353 / -8.353
- orbital gap (alpha / beta) (eV) = 8.1 / 8.1

Version two
Molecular formula: CH2N2O
Method: DFT, the ωB97M-V functional and the def2-TZVPD basis

Structure (XYZ):
```
6
Properties=species:S:1:pos:R:3
C -1.318 0.032 0.009
N 2.758 0.480 0.092
O -0.145 -0.189 -0.070
H -1.967 -0.481 0.741
N 2.539 -0.575 -0.114
H -1.867 0.733 -0.658
```

Summary:
- net charge = 0
- LUMO (eV) = 0.79
- E_HOMO (eV) = -10.382
- orbital gap (eV) = 11.2

Version three
Molecular formula: CH2N2O
Method: DFT, the ωB97M-V functional and the def2-TZVPD basis

Structure (XYZ):
```
6
Properties=species:S:1:pos:R:3
N 0.430 -0.720 0.379
O -0.048 1.147 -0.099
H 1.499 0.769 1.184
H -2.353 -1.611 -1.788
N 1.104 0.478 0.285
C -0.632 -0.063 0.039
```

Summary:
- net charge = 0
- LUMO (alpha / beta) (eV) = 0.46 / -2.23
- E_HOMO (alpha / beta) (eV) = -10.620 / -10.479
- orbital gap (alpha / beta) (eV) = 11.1 / 8.2

Which structure loses on stability? version three does.